A) The following is a DFT calculation (the ωB97M-V functional and the def2-TZVPD basis) of a single C5H4O2 molecule.

ORCA input file:
```
! wB97M-V def2-TZVPD RIJCOSX def2/J DEFGRID3
* xyz 0 1
C 2.071 -0.701 0.273
C 1.110 0.229 -0.385
C -0.183 0.444 -0.220
C -0.638 1.643 -0.062
C -1.181 -0.672 -0.216
O -2.334 -0.569 0.159
O -0.588 -1.984 -0.152
H 3.128 -0.940 0.238
H -1.710 1.969 0.239
H 0.000 2.452 0.250
H 0.324 -1.870 -0.124
*
```

Results
Kohn-Sham gap in eV: 8.0861
Structure (SMILES): C#CC(=C)C(=O)O
HOMO in eV: -9.6373

Calculated atomic charges, method Mulliken, unit e: atom 1 (C): -0.47, atom 2 (C): -0.36, atom 3 (C): 0.68, atom 4 (C): -0.75, atom 5 (C): 0.65, atom 6 (O): -0.50, atom 7 (O): -0.44, atom 8 (H): 0.33, atom 9 (H): 0.26, atom 10 (H): 0.32, atom 11 (H): 0.27



B) The following is a DFT calculation (the ωB97M-V functional and the def2-TZVPD basis) of a single C5H4O2 molecule.

ORCA input file:
```
! wB97M-V def2-TZVPD RIJCOSX def2/J DEFGRID3
* xyz 0 1
O -1.497 0.213 -1.260
C -0.327 0.575 -0.695
C -0.169 1.445 0.375
C -0.030 0.365 1.169
C 0.506 -0.944 0.964
C 1.052 -1.119 -0.264
O 0.675 -0.223 -1.204
H -2.171 0.721 -0.784
H -0.413 2.486 0.548
H 0.592 -1.678 1.757
H 1.783 -1.842 -0.607
*
```

Results
Kohn-Sham gap (spin up / spin down) in eV: 8.6275 / 8.6270
Structure (SMILES): O[C@@]12C=C1C=CO2
HOMO (spin up / spin down) in eV: -7.9006 / -7.9001

Calculated atomic charges, method Mulliken, unit e: atom 1 (O): -0.48, atom 2 (C): 0.77, atom 3 (C): -0.73, atom 4 (C): -0.04, atom 5 (C): -0.48, atom 6 (C): -0.17, atom 7 (O): -0.34, atom 8 (H): 0.37, atom 9 (H): 0.35, atom 10 (H): 0.36, atom 11 (H): 0.40



C) The following is a DFT calculation (the ωB97M-V functional and the def2-TZVPD basis) of a single C5H4O2 molecule.

ORCA input file:
```
! wB97M-V def2-TZVPD RIJCOSX def2/J DEFGRID3
* xyz 0 1
O 0.818 -0.268 2.241
C 0.443 -0.084 1.114
C 1.218 0.446 -0.084
C 0.302 0.656 -1.255
C -0.952 -0.078 -0.895
C -0.998 -0.342 0.603
O -1.934 -0.645 1.293
H 1.824 1.331 0.142
H 1.954 -0.302 -0.424
H -0.804 -1.047 -1.412
H -1.872 0.332 -1.323
*
```

Results
Kohn-Sham gap in eV: 7.9362
HOMO in eV: -8.8332

Calculated atomic charges, method Mulliken, unit e: atom 1 (O): -0.50, atom 2 (C): 0.41, atom 3 (C): -0.28, atom 4 (C): -0.56, atom 5 (C): -0.32, atom 6 (C): 0.42, atom 7 (O): -0.49, atom 8 (H): 0.36, atom 9 (H): 0.29, atom 10 (H): 0.27, atom 11 (H): 0.40



Each structure's energy above the most stable one, in eV: A) 1.969; B) 0.423; C) 0.000.



A) The following is a DFT calculation (the ωB97M-V functional and the def2-TZVPD basis) of 2 unconnected molecules or ions with the total composition C4H12NO2.

ORCA input file:
```
! wB97M-V def2-TZVPD RIJCOSX def2/J DEFGRID3
* xyz -1 1
C 0.957 -0.622 -0.687
N 0.611 0.783 -0.483
C -0.754 0.940 0.079
O -0.885 0.446 1.324
C 0.195 -1.249 -1.845
C 0.667 -2.661 -2.117
H 2.035 -0.712 -0.863
H 0.705 -1.195 0.230
H 1.170 1.084 0.311
H -0.978 2.030 0.000
H -1.460 0.486 -0.625
H 0.285 -0.581 -2.701
H -0.864 -1.238 -1.606
H 0.533 -3.263 -1.209
H 0.150 -3.107 -2.971
H 1.726 -2.673 -2.419
H -1.474 2.614 3.180
H -0.728 1.390 2.498
O -0.657 2.117 3.265
*
```

Results
Kohn-Sham gap in eV: 7.1840
HOMO in eV: -3.3880

Calculated atomic charges, method Mulliken, unit e: atom 1 (C): -0.48, atom 2 (N): -0.54, atom 3 (C): -0.40, atom 4 (O): -0.91, atom 5 (C): -0.36, atom 6 (C): -1.23, atom 7 (H): 0.37, atom 8 (H): 0.31, atom 9 (H): 0.25, atom 10 (H): 0.25, atom 11 (H): 0.30, atom 12 (H): 0.33, atom 13 (H): 0.22, atom 14 (H): 0.32, atom 15 (H): 0.35, atom 16 (H): 0.30, atom 17 (H): 0.24, atom 18 (H): 0.44, atom 19 (O): -0.76



B) The following is a DFT calculation (the ωB97M-V functional and the def2-TZVPD basis) of a molecular structure, C4H12NO2.

ORCA input file:
```
! wB97M-V def2-TZVPD RIJCOSX def2/J DEFGRID3
* xyz -1 1
C 2.697 -0.392 -0.077
N 1.861 0.538 0.618
C 0.604 0.686 0.176
C -0.558 0.090 0.954
C -1.836 0.915 0.820
O -2.522 0.752 -0.342
H 3.717 -0.325 0.304
H 2.702 -0.260 -1.167
H 2.422 -1.459 0.044
H 0.625 -0.135 -0.972
H 0.515 -0.769 -1.411
H 0.480 1.713 -0.202
H -0.732 -0.933 0.625
H -0.261 0.084 2.001
H -2.458 0.765 1.737
H -1.589 1.995 0.982
H -2.362 -0.491 -0.960
H -1.186 -1.356 -1.666
O -2.120 -1.419 -1.464
*
```

Results
Kohn-Sham gap in eV: 6.6866
HOMO in eV: -3.6590

Calculated atomic charges, method Mulliken, unit e: atom 1 (C): -0.92, atom 2 (N): -0.45, atom 3 (C): 0.34, atom 4 (C): -0.85, atom 5 (C): -0.47, atom 6 (O): -0.83, atom 7 (H): 0.30, atom 8 (H): 0.31, atom 9 (H): 0.30, atom 10 (H): -0.72, atom 11 (H): 0.45, atom 12 (H): 0.36, atom 13 (H): 0.49, atom 14 (H): 0.37, atom 15 (H): 0.24, atom 16 (H): 0.30, atom 17 (H): 0.37, atom 18 (H): 0.19, atom 19 (O): -0.78



C) The following is a DFT calculation (the ωB97M-V functional and the def2-TZVPD basis) of 2 unconnected molecules or ions with the total composition C4H12NO2.

ORCA input file:
```
! wB97M-V def2-TZVPD RIJCOSX def2/J DEFGRID3
* xyz -1 1
C 0.387 -1.440 1.652
C 0.658 -0.090 1.031
C 0.315 1.119 1.888
N -0.151 0.017 -0.223
C -0.816 -1.033 -1.243
O -2.094 -1.053 -1.182
H -0.665 -1.678 1.837
H 1.003 -1.607 2.538
H 0.472 -2.101 0.767
H 1.736 0.038 0.837
H -0.579 1.009 2.498
H 0.307 2.080 1.357
H 1.222 1.262 2.515
H -1.031 0.463 0.033
H -0.219 -2.007 -1.006
H -0.390 -0.731 -2.222
H 0.804 2.428 -2.341
H 0.930 1.698 -1.057
O 1.516 2.084 -1.754
*
```

Results
Kohn-Sham gap in eV: 6.6787
HOMO in eV: -2.7668

Calculated atomic charges, method Mulliken, unit e: atom 1 (C): -1.37, atom 2 (C): 0.51, atom 3 (C): -1.40, atom 4 (N): -0.22, atom 5 (C): -0.30, atom 6 (O): -0.82, atom 7 (H): 0.32, atom 8 (H): 0.40, atom 9 (H): 0.26, atom 10 (H): 0.17, atom 11 (H): 0.33, atom 12 (H): 0.38, atom 13 (H): 0.40, atom 14 (H): 0.18, atom 15 (H): 0.09, atom 16 (H): 0.18, atom 17 (H): 0.29, atom 18 (H): 0.30, atom 19 (O): -0.71



D) The following is a DFT calculation (the ωB97M-V functional and the def2-TZVPD basis) of 2 unconnected molecules or ions with the total composition C4H12NO2.

ORCA input file:
```
! wB97M-V def2-TZVPD RIJCOSX def2/J DEFGRID3
* xyz -1 1
C 0.789 0.497 -1.462
N -0.552 0.132 -1.042
C -0.324 1.858 0.698
C -0.745 0.446 0.406
C -0.166 -0.529 1.475
O -0.737 -1.724 1.257
H 1.679 0.065 -1.006
H 0.652 0.043 -2.590
H 1.003 1.591 -1.475
H -0.423 -0.963 -1.224
H 0.796 1.832 0.612
H -0.555 2.044 1.667
H -0.832 2.502 -0.033
H -1.915 0.315 0.438
H -0.245 -0.162 2.552
H 0.916 -0.693 1.312
H -0.233 -2.280 0.051
H 0.853 -2.446 -0.708
O 0.040 -2.528 -0.929
*
```

Results
Kohn-Sham gap in eV: 7.2964
HOMO in eV: -3.1789

Calculated atomic charges, method Mulliken, unit e: atom 1 (C): -0.99, atom 2 (N): -0.56, atom 3 (C): -1.70, atom 4 (C): 0.64, atom 5 (C): -0.61, atom 6 (O): -0.87, atom 7 (H): 0.23, atom 8 (H): 0.31, atom 9 (H): 0.34, atom 10 (H): 0.52, atom 11 (H): 0.29, atom 12 (H): 0.60, atom 13 (H): 0.33, atom 14 (H): 0.16, atom 15 (H): 0.24, atom 16 (H): 0.18, atom 17 (H): 0.45, atom 18 (H): 0.24, atom 19 (O): -0.80



Each structure's energy above the most stable one, in eV: A) 0.000; B) 4.867; C) 1.381; D) 2.286.



A) The following is a DFT calculation (the ωB97M-V functional and the def2-TZVPD basis) of 4 unconnected molecules or ions with the total composition C3H16N2O3.

ORCA input file:
```
! wB97M-V def2-TZVPD RIJCOSX def2/J DEFGRID3
* xyz 0 1
C -2.652 -0.787 1.082
N -1.353 -0.356 0.352
C -0.644 0.453 1.325
C 0.688 0.937 0.767
N 1.692 1.144 1.819
H -3.464 -0.718 0.395
H -2.629 -1.798 1.417
H -2.837 -0.154 2.006
H -0.751 -1.228 0.142
H -0.682 -0.037 2.225
H -1.230 1.398 1.482
H 0.685 2.021 0.216
H 1.092 0.179 0.000
H 2.548 1.131 1.210
H 1.575 0.473 2.455
O 3.090 1.084 -1.155
H 3.143 0.442 -1.946
H 2.164 1.353 -1.187
O -1.654 0.112 -2.942
H -2.046 0.932 -3.092
H -1.529 0.064 -2.047
O 0.522 -2.272 -0.375
H 0.240 -2.753 -1.144
H 1.329 -1.831 -0.595
*
```

Results
Kohn-Sham gap in eV: 9.2033
Structure (SMILES): CNCCN.O.O.O
HOMO in eV: -8.9250

Calculated atomic charges, method Mulliken, unit e: atom 1 (C): -0.91, atom 2 (N): -0.30, atom 3 (C): -0.96, atom 4 (C): 0.03, atom 5 (N): -0.62, atom 6 (H): 0.32, atom 7 (H): 0.33, atom 8 (H): 0.30, atom 9 (H): 0.35, atom 10 (H): 0.63, atom 11 (H): 0.27, atom 12 (H): 0.34, atom 13 (H): -0.20, atom 14 (H): 0.26, atom 15 (H): 0.20, atom 16 (O): -0.64, atom 17 (H): 0.32, atom 18 (H): 0.38, atom 19 (O): -0.65, atom 20 (H): 0.29, atom 21 (H): 0.35, atom 22 (O): -0.66, atom 23 (H): 0.32, atom 24 (H): 0.25



B) The following is a DFT calculation (the ωB97M-V functional and the def2-TZVPD basis) of 4 unconnected molecules or ions with the total composition C3H16N2O3.

ORCA input file:
```
! wB97M-V def2-TZVPD RIJCOSX def2/J DEFGRID3
* xyz 0 1
C 2.474 -2.354 0.037
N 1.307 -1.604 -0.420
C -0.027 -2.017 -0.063
C -0.956 -0.660 -0.035
N -1.678 -0.817 1.270
H 2.638 -2.984 1.107
H 2.623 -3.182 -0.807
H 3.416 -1.900 -0.088
H 1.516 -0.633 -0.066
H -0.278 -2.643 0.825
H -0.308 -2.446 -0.970
H -1.726 -0.630 -0.928
H -0.543 0.216 -0.153
H -2.748 -0.760 1.113
H -1.263 -0.156 1.932
O -2.581 2.491 1.071
H -3.063 1.754 0.994
H -1.713 2.653 0.706
O -0.292 2.213 -1.792
H 0.403 1.771 -2.198
H -0.570 2.881 -2.399
O 1.131 2.775 0.605
H 1.778 3.269 0.263
H 0.459 2.763 -0.007
*
```

Results
Kohn-Sham gap in eV: 8.6237
Structure (SMILES): CNCCN.O.O.O
HOMO in eV: -8.4094

Calculated atomic charges, method Mulliken, unit e: atom 1 (C): -0.89, atom 2 (N): -0.26, atom 3 (C): -0.58, atom 4 (C): -0.05, atom 5 (N): -0.60, atom 6 (H): 0.23, atom 7 (H): 0.25, atom 8 (H): 0.37, atom 9 (H): 0.21, atom 10 (H): 0.40, atom 11 (H): 0.25, atom 12 (H): 0.25, atom 13 (H): -0.01, atom 14 (H): 0.22, atom 15 (H): 0.25, atom 16 (O): -0.63, atom 17 (H): 0.27, atom 18 (H): 0.33, atom 19 (O): -0.56, atom 20 (H): 0.29, atom 21 (H): 0.26, atom 22 (O): -0.57, atom 23 (H): 0.25, atom 24 (H): 0.32



Each structure's energy above the most stable one, in eV: A) 0.000; B) 1.550.